#P
ORCA calculation (ωB97M-V/def2-TZVPD) on a molecular structure, C12H38BrN10O6.

Each line ends with the natural charge from an NBO analysis.
Atoms and positions in Å:
Br -6.32418 -10.51870 -12.16980  -0.0354
C -6.25353 -12.29881 -16.45153  -0.6130
C -6.38456 -12.13756 -14.93698  -0.0856
C -5.34702 -12.97687 -14.09562  -0.0585
O -5.39261 -14.36764 -14.25543  -0.5493
C -6.27589 -15.06311 -13.44840  -0.2442
N -6.18244 -10.72787 -14.64917  -0.8463
H -5.21587 -12.34857 -16.78149  0.2071
H -6.81697 -11.67244 -17.14312  0.2104
H -6.56603 -13.33666 -16.56696  0.2030
H -7.41169 -12.40783 -14.69191  0.1540
H -5.59264 -12.84366 -13.04204  0.1498
H -4.33104 -12.68141 -14.35753  0.2104
H -6.06013 -14.97640 -12.38349  0.1534
H -6.49430 -16.03454 -13.89198  0.1929
H -7.22685 -14.53229 -13.49306  0.1695
H -6.85879 -10.14390 -15.11995  0.3503
H -6.48190 -10.58986 -13.69452  0.2621
C -4.20621 -11.24804 -10.32334  -0.6475
C -4.12875 -9.91135 -11.08636  -0.1656
C -2.83466 -9.14034 -10.69660  -0.0543
O -2.93830 -8.91500 -9.26188  -0.5758
C -1.76391 -8.39065 -8.61116  -0.2382
N -4.20504 -10.21950 -12.49824  -0.8675
H -5.13044 -11.80007 -10.49413  0.1978
H -4.13544 -10.93362 -9.28208  0.2309
H -3.37468 -11.89526 -10.60219  0.2172
H -4.98472 -9.28127 -10.84466  0.2334
H -2.86424 -8.19482 -11.23808  0.1626
H -1.97048 -9.74132 -10.97966  0.1792
H -0.97994 -9.13177 -8.76683  0.1645
H -1.94605 -8.28465 -7.54172  0.1925
H -1.46390 -7.43494 -9.04095  0.1683
H -5.09976 -10.68505 -12.55164  0.2403
H -4.29920 -9.37218 -13.03979  0.3701
C -8.85574 -8.61483 -12.75402  0.7395
O -9.83252 -7.88591 -12.99228  -0.7203
N -8.79159 -9.73329 -13.40175  -0.8808
N -7.94007 -8.43781 -11.84093  -0.8872
H -9.60763 -10.02486 -13.92056  0.4145
H -8.05162 -10.41033 -13.28270  0.3726
H -7.24399 -9.16537 -11.76202  0.3829
H -7.84312 -7.55166 -11.36612  0.4300
C -8.57356 -12.68879 -11.24572  0.7408
O -9.47228 -13.39664 -10.90419  -0.6952
N -7.38088 -13.08347 -11.31080  -0.8376
N -8.72980 -11.54860 -11.77708  -0.8798
H -6.69370 -12.44016 -11.67690  0.3625
H -7.04756 -13.92685 -10.86616  0.4008
H -7.96627 -10.96569 -12.08906  0.3288
H -9.64849 -11.13169 -11.82511  0.4056
C -7.35910 -9.23355 -9.41067  0.7714
O -7.57207 -8.45541 -8.48235  -0.7142
N -6.21467 -9.29410 -9.97139  -0.9262
N -8.21912 -10.03212 -9.99625  -0.8597
H -5.41381 -8.92843 -9.47641  0.4118
H -6.05086 -10.04432 -10.62746  0.3618
H -7.98794 -10.59677 -10.80113  0.3846
H -9.19970 -9.86554 -9.82072  0.3970
C -5.67375 -7.31727 -13.37269  0.7513
O -5.20827 -6.25080 -13.77268  -0.7228
N -5.27953 -7.94408 -12.31977  -0.9120
N -6.47225 -8.06185 -14.02085  -0.8644
H -4.53633 -7.54340 -11.76551  0.4074
H -5.56458 -8.91149 -12.37420  0.3835
H -6.89353 -8.82711 -13.51388  0.4053
H -6.86271 -7.70687 -14.88203  0.4095

Its multiplicity is 1. The total charge is -1. The value obtained for the highest occupied orbital energy is -0.1863 Eh. Its HOMO-LUMO gap is 7.71 eV.

#Q
ORCA calculation (ωB97M-V/def2-TZVPD) on 7 unconnected molecules or ions with the total composition C12H38BrN10O6.

Each line ends with the natural charge from an NBO analysis.
Atoms and positions in Å:
Br -9.89932 -11.52941 -18.08729  -0.8996
C -15.27488 -12.11183 -19.16507  -0.6171
C -13.96245 -11.61267 -18.58332  -0.0692
C -14.14672 -10.56866 -17.48891  -0.0578
O -14.60917 -9.33178 -17.98756  -0.5523
C -14.74394 -8.34657 -16.98183  -0.2441
N -13.20889 -12.75507 -18.04949  -0.8526
H -15.84549 -12.61093 -18.37823  0.2062
H -15.11345 -12.74237 -20.03867  0.2031
H -15.93528 -11.29777 -19.47770  0.2152
H -13.37520 -11.10605 -19.36288  0.1670
H -13.16224 -10.37202 -17.04518  0.1695
H -14.84466 -10.96945 -16.74419  0.1633
H -13.84500 -8.36527 -16.35989  0.1643
H -15.60922 -8.61263 -16.36593  0.1639
H -14.91249 -7.34415 -17.36436  0.1942
H -12.26700 -12.39034 -17.88929  0.3825
H -13.09821 -13.48279 -18.74413  0.3521
C -9.60560 -9.84282 -22.61508  -0.6424
C -9.01821 -8.69235 -21.76350  -0.0682
C -10.16794 -7.84228 -21.21846  -0.0686
O -10.95065 -7.34856 -22.27830  -0.5505
C -12.25723 -7.00735 -21.89275  -0.2477
N -8.31373 -9.28444 -20.60502  -0.8464
H -10.07626 -10.64255 -22.03618  0.2071
H -8.89947 -10.38917 -23.24619  0.2050
H -10.36415 -9.40694 -23.27206  0.2226
H -8.31304 -8.11578 -22.36384  0.1876
H -9.82089 -7.06247 -20.53287  0.1864
H -10.82171 -8.51760 -20.64448  0.1646
H -12.79030 -6.48431 -22.68288  0.1857
H -12.21729 -6.29192 -21.06017  0.1693
H -12.83166 -7.86423 -21.52863  0.1692
H -7.59656 -9.90101 -20.97152  0.3538
H -9.02093 -9.89954 -20.21192  0.3686
C -7.12774 -14.22915 -16.11049  0.7762
O -6.33660 -15.02998 -15.62711  -0.6808
N -8.44156 -14.08773 -15.74317  -0.8570
N -6.84816 -13.37178 -17.12934  -0.8607
H -9.00255 -13.35881 -16.15121  0.3979
H -8.80411 -14.61880 -14.97525  0.3987
H -5.89930 -13.29722 -17.43920  0.3973
H -7.62133 -12.85410 -17.51169  0.4094
C -10.57411 -11.10680 -13.91394  0.7720
O -10.90683 -10.73705 -12.78321  -0.6928
N -11.01347 -12.28956 -14.45797  -0.8642
N -9.88210 -10.28850 -14.76042  -0.8569
H -11.52236 -12.88303 -13.83378  0.4047
H -10.93052 -12.46912 -15.44278  0.4014
H -9.86630 -10.64422 -15.71047  0.4052
H -9.70590 -9.34000 -14.50760  0.4103
C -9.82672 -14.57170 -20.88525  0.7690
O -9.76151 -15.70536 -21.38703  -0.6916
N -8.75489 -13.79005 -20.63259  -0.8605
N -10.97606 -13.96515 -20.51370  -0.8645
H -9.02267 -13.04096 -20.00638  0.3995
H -7.82240 -13.91868 -20.95830  0.4064
H -10.88870 -13.08105 -20.02787  0.4115
H -11.82736 -14.45038 -20.72238  0.4028
C -10.05754 -7.01545 -17.59433  0.7651
O -10.51695 -5.89657 -17.31395  -0.7048
N -10.86441 -8.08991 -17.68367  -0.8516
N -8.73824 -7.21754 -17.91612  -0.8578
H -11.81985 -8.00548 -17.40914  0.4052
H -10.44245 -8.98478 -17.87820  0.4109
H -8.46029 -8.09276 -18.32987  0.4141
H -8.24950 -6.36055 -18.09481  0.4006

Its multiplicity is 1. The total charge is -1. The value obtained for the highest occupied orbital energy is -0.2627 Eh. Its HOMO-LUMO gap is 9.70 eV.

Most stable to least stable, the ends of the list are #Q and #P.

#P
ORCA calculation (ωB97M-V/def2-TZVPD) on a molecular structure, C6H10S2.

Each line ends with the natural charge from an NBO analysis.
Atoms and positions in Å:
C 0.99378 0.39817 0.86094  -0.3439
C 0.87909 -0.24666 -0.45056  -0.4228
C -0.58586 -0.27662 -0.29075  -0.2663
C -0.59160 0.71442 0.73564  -0.4027
C -1.25332 -1.51008 0.12385  -0.1417
C -0.68670 -2.75990 0.15938  -0.4802
H 3.11149 1.05729 2.01081  0.1615
H 0.92194 -0.39792 1.64169  0.2337
H 1.11824 0.40812 -1.25329  0.2321
H 1.61103 -1.24838 -0.36648  0.2154
H -1.23245 -1.17783 -2.30361  0.1253
H -1.38936 0.43701 1.45633  0.2291
H -0.46244 1.69393 0.19882  0.2162
H -2.04448 -1.07851 1.07646  0.1976
H -1.34951 -3.43337 0.66843  0.2253
H 0.25652 -2.93885 -0.54625  0.2206
S 2.03648 1.82311 1.15199  -0.0272
S -1.60356 -0.02545 -1.74036  0.0280

Its multiplicity is 1. The value obtained for the highest occupied orbital energy is -0.3183 Eh. Its HOMO-LUMO gap is 9.10 eV.

#Q
ORCA calculation (ωB97M-V/def2-TZVPD) on a single C6H10S2 molecule.

Each line ends with the natural charge from an NBO analysis.
Atoms and positions in Å:
C -2.16164 -1.76696 1.52533  -0.3843
C -1.77536 -0.78174 0.71677  -0.2014
C -2.18220 -0.56255 -0.65058  -0.6367
S -1.04840 -0.63781 -1.95606  0.1517
S -0.21577 1.07292 -1.30002  0.1020
C 1.08321 0.20341 -0.41200  -0.6042
C 2.08185 1.43735 -0.14244  -0.2158
C 3.53984 1.34638 -0.34400  -0.3706
H -2.60252 -2.66999 1.16245  0.2070
H -1.74866 -1.47915 2.51774  0.2155
H -1.46832 0.15736 1.32578  0.1975
H -2.83209 -1.27825 -1.04552  0.2192
H -2.86191 0.29999 -0.76289  0.2367
H 0.63892 0.03703 0.63697  0.2425
H 1.54851 -0.72997 -0.96079  0.2621
H 1.85459 2.36913 0.58827  0.2195
H 3.98816 0.93658 -1.10536  0.1732
H 4.16179 2.04626 0.20632  0.1860

Its multiplicity is 1. The value obtained for the highest occupied orbital energy is -0.3170 Eh. Its HOMO-LUMO gap is 9.24 eV. Its SMILES is C=CCSSCC=C.

Most stable to least stable, the ends of the list are #Q and #P.

#P
ORCA calculation (ωB97M-V/def2-TZVPD) on a single C3H7NS molecule.

Each line ends with the natural charge from an NBO analysis.
Atoms and positions in Å:
C -0.31306 -1.37705 -0.03400  -0.2562
C -0.13059 0.05104 -0.41880  -0.1557
C -1.26313 0.99502 -0.04778  -0.6038
N 1.01270 0.24634 0.47250  -0.5805
S 2.52242 0.12347 -0.10459  0.2867
H -0.73082 -1.61333 0.92642  0.1885
H 0.30077 -2.11643 -0.52248  0.1862
H 0.11689 0.16314 -1.48228  0.1829
H -1.37974 1.03690 1.03113  0.2179
H -2.18875 0.64476 -0.49570  0.2137
H -1.04948 2.00174 -0.40643  0.2135
H 3.10279 -0.15559 1.08200  0.1067

Its multiplicity is 1. The value obtained for the highest occupied orbital energy (spin up / spin down) is -0.3011 / -0.2938 Eh. Its HOMO-LUMO gap (spin up / spin down) is 8.28 / 8.25 eV.

#Q
ORCA calculation (ωB97M-V/def2-TZVPD) on a single C3H7NS molecule.

Each line ends with the natural charge from an NBO analysis.
Atoms and positions in Å:
S 1.37086 1.41383 -0.60570  -0.0606
C 0.82433 0.31030 0.77501  -0.5183
C -0.15697 -0.74855 0.43284  -0.1224
C -1.22513 -0.49591 -0.54139  -0.2624
N -0.07523 -1.22937 -0.96531  -0.5796
H 0.66962 2.49806 -0.20086  0.1360
H 1.73503 -0.09093 1.21780  0.2272
H 0.37525 0.99201 1.54770  0.2275
H -0.44825 -1.53847 1.18218  0.2172
H -2.17239 -1.04434 -0.49263  0.1942
H -1.40971 0.50009 -0.88590  0.1894
H 0.51260 -0.56671 -1.46374  0.3518

Its multiplicity is 1. The value obtained for the highest occupied orbital energy is -0.3418 Eh. Its HOMO-LUMO gap is 10.08 eV. Its SMILES is SC[C@H]1CN1.

Most stable to least stable, the ends of the list are #Q and #P.

#P
ORCA calculation (ωB97M-V/def2-TZVPD) on a single CH4NO3P molecule.

Each line ends with the natural charge from an NBO analysis.
Atoms and positions in Å:
C 0.67641 -1.48636 -0.07051  0.2196
N -0.13576 1.82981 -0.09631  -1.1400
O -2.58195 0.43494 -0.05754  -0.9214
O 0.32664 -0.63478 0.99403  -0.7611
O -0.03149 -0.81419 -1.09482  -0.7556
P -0.69886 0.24157 -0.03198  2.1858
H 1.81624 -1.27238 -0.34292  0.1458
H 0.59088 -2.56430 0.14520  0.1931
H -0.77703 2.39571 0.47155  0.4377
H 0.81493 1.86997 0.08330  0.3961

Its multiplicity is 1. The value obtained for the highest occupied orbital energy is -0.3612 Eh. Its HOMO-LUMO gap is 10.24 eV.

#Q
ORCA calculation (ωB97M-V/def2-TZVPD) on a single CH4NO3P molecule.

Each line ends with the natural charge from an NBO analysis.
Atoms and positions in Å:
O 1.99691 -1.09809 -0.35960  -0.5813
N 0.81389 -0.13271 -0.72797  0.0351
C -0.53348 -0.68604 -0.57873  -0.5539
P -1.23355 1.16379 -0.13154  1.3182
O -1.70468 1.16192 1.38993  -1.0002
O 0.57068 1.05193 0.02155  -0.6557
H 2.54479 -0.29911 -0.57179  0.4754
H -0.87494 -1.34402 -1.49257  0.2370
H -0.68548 -1.13034 0.52047  0.2064
H -0.89412 1.31268 1.93026  0.5190

Its multiplicity is 1. The value obtained for the highest occupied orbital energy is -0.3241 Eh. Its HOMO-LUMO gap is 9.19 eV. Its SMILES is ON1CP(O)O1.

Most stable to least stable, the ends of the list are #P and #Q.

#P
ORCA calculation (ωB97M-V/def2-TZVPD) on a gas-phase ion, C3H8F2P (charge +1).

Each line ends with the natural charge from an NBO analysis.
Atoms and positions in Å:
C 1.95050 1.05114 0.02689  -0.6103
C -2.01980 -1.14318 -0.33278  -1.0433
C 1.04957 -0.31742 0.09750  -0.8284
F -1.01849 0.46016 1.62984  -0.4960
F -1.01097 1.56050 -0.77701  -0.5141
P -0.70333 0.00217 0.14583  2.1748
H 3.07672 0.98555 0.11805  0.2808
H 1.61516 1.58709 -0.98477  0.2543
H 1.54316 1.75599 0.90168  0.2430
H -1.52402 -2.09927 -0.71269  0.3086
H -2.67500 -0.81356 -1.11731  0.3316
H -2.78011 -1.14260 0.38719  0.3149
H 1.20959 -0.72542 1.08335  0.2963
H 1.28703 -1.16115 -0.46579  0.2878

Its multiplicity is 1. The total charge is +1. The value obtained for the highest occupied orbital energy is -0.6271 Eh. Its HOMO-LUMO gap is 12.14 eV.

#Q
ORCA calculation (ωB97M-V/def2-TZVPD) on a gas-phase ion, C3H8F2P (charge +1).

Each line ends with the natural charge from an NBO analysis.
Atoms and positions in Å:
C -1.64537 -0.34184 0.33618  -0.6272
C -0.21441 -0.48031 1.04043  -0.4448
C 0.69513 0.61798 0.38498  -0.0812
F 1.83133 0.82147 1.15226  -0.3196
P 1.20609 0.17222 -1.34781  1.4140
F 1.10769 1.50536 -2.20222  -0.4818
H -2.41452 -0.20312 1.11845  0.2614
H -1.62788 0.50307 -0.38669  0.1943
H -1.81285 -1.27973 -0.22695  0.2281
H 0.22092 -1.49037 0.89474  0.2225
H -0.35790 -0.29090 2.12217  0.2718
H 0.09417 1.55640 0.36864  0.2487
H 2.54947 -0.28916 -1.30277  0.0622
H 0.36814 -0.80105 -1.95139  0.0516

Its multiplicity is 1. The total charge is +1. The value obtained for the highest occupied orbital energy is -0.6116 Eh. Its HOMO-LUMO gap is 11.45 eV.

Most stable to least stable, the ends of the list are #P and #Q.